Record 1
A molecular structure, C15H40N3O20S3V in a non-equilibrium geometry, computed with ωB97M-V/def2-TZVPD.

Positions of all 82 atoms, in Å:
V: -3.73952 0.87936 2.23873
S: 0.19816 -0.95257 -3.95487
S: -0.30446 5.83725 1.46258
S: 0.31918 -8.47041 0.05347
O: -3.89795 -0.30146 3.35485
O: 3.38466 -0.52499 2.14471
O: 0.65652 0.22350 -4.70778
O: 0.17343 -2.23060 -4.99599
O: -1.12315 -0.85536 -3.33768
O: -0.79410 -8.63343 -0.91084
O: 1.22322 2.34920 6.36458
O: -2.31983 -0.51685 0.89082
O: 0.91661 5.21317 1.82037
O: -1.50645 1.19924 1.79807
O: 2.20989 1.27532 4.70407
O: 1.55128 -9.22440 -0.06692
O: -0.28861 6.17612 -0.17069
O: -3.82452 2.28677 2.97309
O: 3.73189 4.09872 2.99948
O: 2.29086 -1.75343 0.83932
O: 5.31165 3.95409 1.50318
O: 0.77035 -6.85500 0.04294
O: -0.85059 6.98116 2.20259
O: -2.62797 2.34951 -1.98375
N: 2.38771 -1.17584 1.89537
N: 4.16728 3.85062 1.87647
N: 1.22571 1.83268 5.21384
C: 1.46150 -1.60184 -2.76485
C: 3.23032 3.29749 0.83274
C: 0.55466 5.24013 -0.90159
C: 0.03811 2.18443 4.32153
C: -1.91622 -3.18342 -5.57812
C: -0.63763 -3.30747 -4.72207
C: 0.43528 5.64991 -2.35413
C: 1.29297 -1.22141 2.91928
C: 0.56386 -4.51812 0.18683
C: -0.45774 -8.55660 1.77353
C: -3.11273 3.62791 -2.33839
C: -1.40513 0.30446 0.94663
C: -0.19014 -5.84472 -0.08769
C: -0.24455 0.25042 -0.00606
C: -1.66435 4.57007 1.32544
H: 0.29686 1.93538 3.29239
H: 1.82625 -1.45121 3.84172
H: 0.27338 -8.30064 2.54038
H: -1.86068 4.20396 2.33317
H: 0.80942 -0.24469 2.90190
H: 0.11798 -0.77653 -0.05141
H: 0.67574 -2.06710 2.61610
H: 1.37477 -4.22383 -0.47945
H: 3.85734 2.56270 0.32773
H: -0.84860 1.61467 4.59942
H: 0.99689 5.01179 -3.03640
H: -3.12417 3.70008 -3.42594
H: -0.07769 3.22793 4.61442
H: -4.08213 3.75784 -1.85726
H: -1.21028 -7.77661 1.88932
H: 0.53228 0.95760 0.28466
H: 3.10928 4.18367 0.20973
H: -0.63083 -5.76567 -1.08150
H: -2.49814 -2.31584 -5.26705
H: -0.15654 -3.70732 0.29499
H: -2.45740 5.17997 0.89280
H: 1.10670 -4.43848 1.12868
H: -1.40069 3.73924 0.67100
H: 2.40617 -1.63320 -3.30772
H: -0.60527 0.51468 -1.00012
H: 0.33658 4.18623 -0.72888
H: 0.78073 6.68223 -2.40948
H: -3.00884 2.29521 -1.10422
H: -2.57565 -4.04978 -5.52651
H: -2.50072 4.45945 -1.98898
H: -0.80457 -9.54970 2.05913
H: 1.53888 -0.83526 -1.99381
H: 2.34247 2.92341 1.34253
H: -1.09019 -6.01768 0.50231
H: 1.10721 -2.56316 -2.39279
H: -1.64520 -3.01099 -6.61971
H: -0.93053 -3.21468 -3.67627
H: -0.14882 -4.26142 -4.91989
H: 1.55043 5.45155 -0.51190
H: -0.57189 5.71264 -2.76617

lowest unoccupied orbital energy	-3.41	eV
Kohn-Sham gap	7.50	eV
E_HOMO	-10.909	eV
F_max	0.098	hartree/bohr

***

Record 2
A molecular structure, C3H4N2O in a non-equilibrium geometry, computed with ωB97M-V/def2-TZVPD.

Positions of all 10 atoms, in Å:
O: -0.90818 0.66826 -0.01898
N: 3.54846 -0.44589 -0.03732
N: 0.29074 0.05157 0.00951
C: -1.83660 -0.48959 -0.00784
C: 2.53592 0.05516 0.03660
C: 1.32036 0.76130 0.00012
H: -1.24458 -1.58557 -0.50814
H: 1.30110 1.77542 -0.00537
H: -2.09209 -0.76112 1.15992
H: -2.91511 -0.02954 -0.62851

lowest unoccupied orbital energy	0.34	eV
Kohn-Sham gap	10.68	eV
E_HOMO	-10.332	eV
F_max	0.090	hartree/bohr

***

Record 3
2 unconnected molecules or ions with the total composition C3H6N2O, computed with ωB97M-V/def2-TZVPD.

Positions of all 12 atoms, in Å:
O: -1.16841 -1.16283 -0.93403
N: 0.03002 0.18555 1.24245
N: 1.64742 0.84219 -1.60259
C: 0.59512 0.20469 -1.77188
C: -0.35660 0.01096 2.43571
C: -0.45007 -0.57568 -1.93550
H: -0.87755 -0.74320 -0.09740
H: 1.48239 1.84703 -1.49419
H: -1.42106 -0.13898 2.62063
H: -0.82457 -0.78888 -2.92931
H: 0.30384 -0.00192 3.30614
H: 1.03947 0.32105 1.15998

SMILES	N=C=CO.C=N
lowest unoccupied orbital energy	0.82	eV
Kohn-Sham gap	8.72	eV
E_HOMO	-7.899	eV
F_max	0.011	hartree/bohr

***

In the order shown, the computed total energy values come out to -4402.71924 -301.29784 -302.56892 hartree.